[1]
{"formula": "C9H19N2O", "method": "ωB97M-V with the def2-TZVPD basis set", "gap_ev": [7.1, 9.5], "spin_multiplicity": 3, "de_lowest_kj_mol": 48.6, "homo_ev": [-9.5, -12.9], "total_charge": 1, "mol_weight_g_mol": 171.26, "lumo_energy_ev": [-2.46, -3.36], "symbols": ["C", "C", "C", "C", "C", "C", "C", "C", "C", "N", "N", "O", "H", "H", "H", "H", "H", "H", "H", "H", "H", "H", "H", "H", "H", "H", "H", "H", "H", "H", "H"], "positions_angstrom": [[5.54615, -0.42801, 0.04904], [4.35256, -0.65180, -0.67645], [3.11781, -0.75587, -0.17648], [-2.39079, -2.12838, -0.38695], [0.15304, 1.93694, 0.72872], [-2.69589, 0.80029, 0.14614], [-1.13188, -0.23798, 1.60111], [-1.35443, -1.12016, -0.73525], [-0.24838, 0.88706, -0.29653], [-0.43642, 1.47027, -1.54695], [-1.38372, 0.03817, 0.17324], [1.98629, -0.76964, 0.08134], [6.50267, -0.44047, -0.49897], [5.55889, -0.30962, 1.15337], [4.47314, -0.92750, -1.76164], [-3.33974, -1.70662, -0.71031], [-2.12422, -3.05592, -0.87845], [-2.57879, -2.36496, 0.61053], [0.81806, 1.53530, 1.52102], [-0.71435, 2.07241, 1.41432], [0.40899, 2.87460, 0.30577], [-3.51213, 0.20568, 0.50142], [-2.68800, 1.64373, 0.83252], [-2.86006, 1.21726, -0.81021], [-1.47295, 0.64010, 2.17607], [-1.76811, -1.12514, 1.88131], [0.03273, -0.45958, 1.83341], [-1.46897, -0.64486, -1.80945], [-0.31142, -1.46838, -0.59753], [0.04227, 2.32717, -1.68717], [-0.51234, 0.94592, -2.43697]], "forces_ev_per_angstrom": [[0.4, 0.0, 0.5], [0.9, -0.4, -0.5], [0.8, 0.0, -1.2], [-0.7, 0.2, -2.1], [-1.1, -2.0, 1.9], [0.3, 0.3, 0.6], [1.5, -2.1, 1.8], [1.0, 0.4, -1.0], [0.0, 2.6, -0.1], [-0.5, -1.4, -0.8], [-0.1, 2.1, 0.3], [-0.5, -0.1, 0.7], [-0.7, 0.0, 0.5], [0.0, 0.0, -1.1], [-0.6, 0.4, 1.2], [-0.3, -0.6, -0.5], [-0.4, -0.1, -0.3], [0.4, -0.2, 1.9], [0.5, 0.5, -1.0], [0.3, 0.8, -0.8], [0.6, 0.7, -0.2], [-0.3, -0.7, -0.1], [0.6, 0.0, 0.0], [-0.2, 0.0, -1.2], [0.3, -0.8, -0.2], [0.9, 1.0, -0.1], [-2.9, 0.4, -0.8], [0.0, -1.5, 2.2], [-0.6, -0.2, -0.4], [0.4, 0.6, -0.1], [0.2, 0.3, 1.2]]}


[2]
{"formula": "C9H19N2S2", "method": "ωB97M-V with the def2-TZVPD basis set", "gap_ev": 6.4, "homo_ev": -12.0, "total_charge": 1, "mol_weight_g_mol": 219.40, "lumo_energy_ev": -5.64, "symbols": ["N", "C", "C", "C", "C", "C", "N", "H", "H", "H", "H", "H", "H", "H", "H", "H", "H", "H", "H", "C", "C", "S", "C", "S", "C", "H", "H", "H", "H", "H", "H", "H"], "positions_angstrom": [[1.96596, -1.46947, -0.34123], [1.07714, -2.60461, -0.53603], [-0.26166, -2.41752, 0.15744], [-1.38697, -3.29292, -0.41860], [-2.65056, -2.41129, -0.36331], [-2.15479, -0.96476, -0.20919], [-0.72227, -1.03538, 0.01254], [2.11719, -1.26209, 0.64839], [2.86751, -1.60926, -0.78545], [0.88893, -2.67614, -1.61722], [1.52990, -3.54401, -0.17364], [-0.10049, -2.67061, 1.22628], [-1.15015, -3.54106, -1.46427], [-1.48880, -4.22045, 0.15336], [-3.26927, -2.51742, -1.25288], [-3.23941, -2.67513, 0.52116], [-2.32068, -0.38717, -1.13052], [-2.65931, -0.40959, 0.59690], [-0.40271, -0.44472, 0.77651], [0.68660, 4.13489, 0.75351], [0.65158, 3.86074, -0.74564], [-0.13696, 2.27304, -1.26399], [0.65023, 1.16598, -0.28401], [0.71037, 1.35930, 1.40563], [1.37747, 3.04613, 1.55945], [1.26203, 5.05895, 0.89605], [-0.32494, 4.32144, 1.13759], [0.04063, 4.61147, -1.26389], [1.65710, 3.84602, -1.19208], [1.07875, 0.27579, -0.74315], [2.44100, 2.96257, 1.30567], [1.26655, 3.23728, 2.63461]], "forces_ev_per_angstrom": [[0.2, 0.6, 0.4], [0.1, -0.6, -0.5], [0.4, -0.2, 0.5], [0.2, 0.3, -0.3], [0.0, 0.0, 0.6], [-0.5, 0.6, -0.4], [0.5, 0.5, 0.6], [0.2, -0.3, -0.3], [-0.1, -0.1, 0.2], [0.1, -0.1, 0.2], [-0.2, 0.1, -0.3], [-0.2, 0.2, -0.2], [-0.1, 0.0, 0.3], [0.0, 0.2, -0.2], [0.0, -0.1, 0.1], [-0.1, 0.0, -0.3], [-0.2, -0.1, 0.1], [0.1, -0.3, -0.2], [-0.7, -0.9, 0.0], [-0.2, 0.0, -0.1], [-0.5, 0.3, 0.3], [0.9, 0.4, -1.1], [-0.5, 0.5, -0.1], [1.3, -0.2, 0.1], [-0.2, 0.5, 0.4], [-0.1, -0.1, 0.0], [0.2, -0.1, -0.1], [0.3, -0.1, 0.1], [-0.4, -0.1, 0.1], [-0.4, -0.6, 0.3], [-0.3, 0.0, 0.2], [0.2, 0.1, -0.3]]}


[3]
{"formula": "C9H19NO2P", "method": "ωB97M-V with the def2-TZVPD basis set", "gap_ev": [6.2, 7.2], "de_lowest_kj_mol": 469.7, "homo_ev": [-10.4, -10.8], "total_charge": 1, "mol_weight_g_mol": 204.23, "lumo_energy_ev": [-4.14, -3.59], "smiles": "C=C(C)/C(O)=P/[C@H](O)C[N+](C)(C)C", "symbols": ["C", "C", "C", "C", "O", "P", "C", "O", "C", "N", "C", "C", "C", "H", "H", "H", "H", "H", "H", "H", "H", "H", "H", "H", "H", "H", "H", "H", "H", "H", "H", "H"], "positions_angstrom": [[-5.14226, 0.89552, -0.10751], [-4.07366, 0.02546, 0.10836], [-4.33320, -1.40206, 0.39650], [-2.70699, 0.36469, -0.11273], [-2.19297, 1.60694, -0.35052], [-1.19856, -1.12724, -0.14394], [0.33064, -0.07564, -0.76306], [0.53562, -0.19176, -2.18824], [1.54098, -0.76366, -0.12879], [2.75556, 0.05298, 0.25561], [3.24770, 0.82307, -0.91725], [2.43892, 0.99303, 1.42014], [3.82850, -0.88914, 0.69494], [-6.11959, 0.60266, -0.05368], [-5.01420, 1.90763, -0.39511], [-4.24855, -1.69362, 1.50611], [-3.56257, -2.13693, -0.02212], [-5.28606, -1.77189, 0.08845], [-2.95480, 2.17993, -0.46206], [-0.01671, 0.83856, -0.42076], [-0.21125, -0.41943, -2.71516], [1.21693, -1.25957, 0.80138], [1.88397, -1.54199, -0.88636], [3.16881, 0.12877, -1.79060], [2.55568, 1.59210, -1.15474], [4.14064, 1.25330, -0.51398], [1.84831, 1.91490, 1.30099], [1.82059, 0.35689, 2.17473], [3.49792, 1.38230, 1.69860], [4.14929, -1.73944, -0.02661], [4.65124, -0.47128, 1.11987], [3.45010, -1.43508, 1.58754]], "forces_ev_per_angstrom": [[4.3, -1.0, 0.3], [-2.3, 1.3, -0.9], [1.6, -2.7, 1.9], [5.4, -1.9, -0.4], [-1.4, -1.6, 0.2], [-2.8, 2.8, -0.2], [-0.9, -3.3, -1.1], [1.6, 1.0, 1.1], [-0.3, -1.0, -0.2], [-0.9, 0.4, -0.3], [-0.8, -1.1, -0.2], [1.1, -0.6, 1.6], [-2.1, -3.9, 0.0], [-2.3, -1.0, 0.3], [0.3, 0.9, -0.2], [-0.2, 0.9, -1.3], [-1.0, 1.3, 0.1], [-0.7, 0.1, -0.4], [-0.2, 0.8, 0.0], [0.3, 2.4, 0.4], [-1.3, -0.2, -0.1], [0.4, 0.1, -0.3], [-0.4, 1.0, 1.1], [1.2, 0.7, 0.7], [-0.7, 0.8, 0.0], [1.0, 0.2, -1.0], [0.0, -0.7, -1.2], [1.8, 1.1, -0.9], [-2.0, -0.9, 0.4], [-0.9, 2.0, 0.6], [2.5, 2.1, 0.4], [-0.3, 0.2, -0.7]]}


[4]
{"formula": "C9H19NO2S", "method": "ωB97M-V with the def2-TZVPD basis set", "gap_ev": 9.7, "de_lowest_kj_mol": 602.5, "homo_ev": -9.0, "mol_weight_g_mol": 205.32, "lumo_energy_ev": 0.70, "smiles": "CCCOC(=S)OCCCN(C)C", "symbols": ["C", "C", "C", "O", "C", "S", "O", "C", "C", "C", "N", "C", "C", "H", "H", "H", "H", "H", "H", "H", "H", "H", "H", "H", "H", "H", "H", "H", "H", "H", "H", "H"], "positions_angstrom": [[-1.94105, -3.15960, 1.16091], [-0.67190, -2.46952, 1.12382], [0.01438, -1.85465, -0.05373], [1.23720, -1.41112, 0.56055], [1.24580, -0.03003, 1.00925], [2.59030, 0.72651, 1.13554], [0.00776, 0.40615, 1.15870], [-0.07488, 1.96747, 1.13750], [-0.01160, 2.33283, -0.35501], [-1.01088, 1.92086, -1.34854], [-0.99613, 0.44696, -1.55208], [0.13072, 0.09439, -2.20106], [-2.26387, 0.44700, -2.31003], [-2.47400, -3.20764, 2.22756], [-2.78409, -2.75555, 0.46794], [-1.61972, -4.25516, 0.95428], [0.16767, -3.05830, 1.58168], [-0.65219, -1.53683, 1.93691], [-0.46162, -0.88793, -0.39465], [-0.02103, -2.66812, -0.85844], [0.82310, 2.49958, 1.48151], [-0.97099, 2.29902, 1.70533], [0.28799, 3.55757, -0.48102], [0.91897, 1.73160, -0.70040], [-1.07431, 2.46808, -2.42431], [-2.12422, 2.09502, -0.94409], [0.02333, -0.92052, -2.56913], [0.08838, 0.63744, -3.17253], [0.94491, 0.20808, -1.29566], [-3.05030, 0.82974, -1.52216], [-2.41436, 1.37718, -3.13019], [-2.53938, -0.61898, -2.89934]], "forces_ev_per_angstrom": [[-3.2, -2.7, 0.5], [2.4, 3.8, 4.5], [-2.2, 0.5, 0.0], [1.2, 2.1, -0.2], [-2.8, -4.4, -1.6], [3.3, 1.4, 0.6], [0.3, 3.1, 0.7], [-0.5, -0.3, -1.4], [3.3, 2.5, -0.6], [-3.6, 0.8, 0.3], [-6.0, 4.0, 0.2], [3.0, -1.1, -1.0], [-2.6, -1.1, -1.7], [1.5, 0.3, -2.2], [1.6, -0.9, 0.9], [-1.5, 1.4, -0.2], [-1.0, -0.1, -0.3], [-0.5, -2.3, -1.9], [-0.1, -2.2, 0.3], [1.5, 1.3, 0.6], [-0.3, -1.1, 0.8], [0.5, -0.8, -0.5], [-0.8, -3.5, 0.5], [-0.9, 1.9, 0.7], [1.0, -0.9, 2.4], [2.6, 0.3, -0.5], [0.5, -0.6, 0.5], [1.6, 0.5, 0.4], [-0.9, -0.5, -3.7], [1.0, -1.8, -1.7], [0.9, -2.5, 1.5], [0.7, 2.8, 1.9]]}


[5]
{"formula": "C9H20AsHgNO5S", "method": "ωB97M-V with the def2-TZVPD basis set", "gap_ev": [7.4, 7.1], "spin_multiplicity": 2, "de_lowest_kj_mol": 0.0, "homo_ev": [-4.3, -5.3], "total_charge": -1, "mol_weight_g_mol": 529.84, "lumo_energy_ev": [3.07, 1.76], "symbols": ["Hg", "C", "As", "C", "C", "H", "H", "H", "H", "H", "H", "H", "H", "H", "O", "S", "O", "O", "O", "O", "C", "C", "C", "C", "C", "C", "N", "H", "H", "H", "H", "H", "H", "H", "H", "H", "H", "H"], "positions_angstrom": [[0.93459, 2.31661, 1.18156], [1.17369, 3.60102, -3.96324], [1.26913, 2.77263, -2.17367], [-0.55651, 2.05557, -2.17285], [2.19852, 1.14053, -2.71415], [0.80187, 2.89135, -4.70411], [2.16703, 3.93935, -4.25828], [0.51035, 4.46554, -3.92950], [-0.74102, 1.47862, -3.08115], [-1.26749, 2.88021, -2.11138], [-0.70021, 1.42124, -1.29989], [1.62957, 0.61737, -3.48494], [2.33215, 0.51355, -1.83369], [3.17901, 1.41043, -3.10864], [3.94609, -0.57966, 1.79372], [2.64372, 0.05107, 1.78034], [2.76430, 1.49753, 2.26895], [2.08751, 0.17921, 0.37031], [1.62847, -0.65168, 2.57691], [-1.37160, 1.05890, 1.06770], [-1.45581, -0.16022, 0.84952], [-2.74083, -0.89607, 1.16834], [-2.60148, -1.69100, 2.48780], [-1.16685, -2.08982, 2.83196], [-0.44809, -2.94597, 1.79308], [-0.47851, -2.34823, 0.37519], [-0.45733, -0.89094, 0.33421], [-2.98519, -1.56870, 0.34562], [-3.53497, -0.15543, 1.24140], [-3.24542, -2.57513, 2.43979], [-2.98273, -1.07146, 3.30243], [-1.16992, -2.62230, 3.78675], [-0.56314, -1.19549, 2.99273], [-0.89612, -3.94608, 1.74682], [0.58740, -3.05053, 2.11301], [-1.36478, -2.70097, -0.15780], [0.38441, -2.68441, -0.19870], [0.49019, -0.46664, 0.34383]], "forces_ev_per_angstrom": [[0.1, 0.2, 0.1], [0.0, 0.0, 0.0], [-0.1, -0.1, 0.0], [0.0, 0.0, -0.1], [0.0, 0.0, 0.0], [0.0, 0.0, 0.0], [0.0, 0.0, 0.0], [0.0, 0.0, 0.0], [0.0, 0.0, 0.0], [0.0, 0.0, 0.0], [0.0, 0.0, 0.0], [0.0, 0.0, 0.0], [0.0, 0.0, 0.0], [0.0, 0.0, 0.0], [0.0, 0.0, -0.1], [-0.1, -0.2, 0.2], [-0.2, -0.1, -0.1], [0.0, 0.1, -0.2], [0.2, 0.1, 0.1], [0.1, -0.1, -0.1], [0.0, 0.0, -0.1], [0.0, 0.0, 0.0], [-0.1, 0.0, 0.0], [0.0, 0.0, 0.0], [0.0, 0.0, 0.0], [-0.1, 0.1, -0.1], [0.0, -0.1, 0.3], [0.0, 0.0, 0.0], [0.0, 0.0, 0.0], [0.0, 0.0, 0.0], [0.0, 0.0, 0.0], [0.0, 0.0, 0.0], [0.0, 0.0, 0.0], [0.0, 0.0, 0.0], [0.0, 0.0, 0.0], [0.0, 0.0, 0.0], [0.0, 0.0, 0.0], [0.0, 0.0, 0.0]]}


[6]
{"formula": "C9H20BIO5S", "method": "ωB97M-V with the def2-TZVPD basis set", "gap_ev": 9.3, "homo_ev": -9.2, "mol_weight_g_mol": 378.04, "lumo_energy_ev": 0.10, "symbols": ["C", "C", "O", "B", "O", "C", "O", "C", "O", "C", "I", "C", "C", "H", "H", "H", "H", "H", "H", "H", "H", "H", "H", "H", "H", "H", "H", "C", "S", "O", "C", "H", "H", "H", "H", "H", "H"], "positions_angstrom": [[-3.18212, -3.40702, -1.82303], [-2.16233, -3.58600, -0.70071], [-1.16266, -4.55354, -1.02373], [-0.10876, -4.29483, -1.85011], [-0.13865, -4.71024, -3.16759], [1.24869, -3.70352, -1.27749], [0.98813, -2.70470, -0.25376], [1.73135, -1.57890, -0.34235], [2.90524, -1.54483, -0.13167], [0.91691, -0.33534, -0.64040], [-0.29352, -0.64698, -2.38425], [1.74948, 0.92456, -0.78919], [0.91461, 2.21084, -0.79926], [-2.75830, -3.70828, -2.78117], [-3.50537, -2.36661, -1.88439], [-4.06938, -4.01663, -1.65085], [-2.65191, -3.95770, 0.19887], [-1.68998, -2.63407, -0.45051], [0.06100, -4.01997, -3.80626], [1.83991, -4.51199, -0.83210], [1.86771, -3.27002, -2.06785], [0.20609, -0.21928, 0.18174], [2.32659, 0.84632, -1.71263], [2.46719, 0.93924, 0.03373], [1.40496, 3.00701, -0.24285], [-0.05935, 2.04531, -0.33050], [0.71934, 2.55304, -1.81520], [0.35342, 6.01751, 3.48919], [0.78307, 4.56683, 2.52020], [0.18009, 4.75255, 1.17590], [-0.27652, 3.42131, 3.41233], [0.87863, 6.86524, 3.05463], [-0.72307, 6.17817, 3.43618], [0.67579, 5.87224, 4.52013], [-1.30780, 3.76911, 3.35635], [0.05556, 3.35113, 4.44801], [-0.18400, 2.45002, 2.93061]], "forces_ev_per_angstrom": [[-0.1, 0.0, 0.1], [-0.1, -0.1, 0.1], [0.1, 0.0, -0.1], [0.1, -0.1, 0.0], [-0.6, 0.2, 0.1], [0.2, 0.0, 0.1], [-0.4, 0.1, -0.3], [-0.2, 0.0, 0.1], [0.4, -0.1, -0.2], [0.1, 0.2, 0.4], [-0.1, 0.0, -0.1], [0.0, 0.1, -0.2], [-0.1, -0.2, 0.0], [0.0, 0.1, 0.0], [0.0, 0.0, 0.0], [0.0, -0.1, -0.1], [0.0, 0.0, 0.0], [0.1, -0.1, 0.0], [0.5, -0.2, 0.0], [0.0, 0.0, 0.0], [0.0, 0.0, 0.1], [-0.1, -0.1, -0.1], [0.2, 0.0, 0.1], [0.0, -0.1, 0.0], [0.0, 0.0, -0.1], [0.0, 0.1, 0.1], [0.0, 0.0, 0.0], [0.0, 0.0, 0.0], [0.1, 0.0, 0.0], [-0.1, 0.0, 0.0], [0.0, 0.0, 0.0], [0.0, 0.0, 0.0], [0.0, 0.0, 0.0], [0.0, 0.0, 0.0], [0.0, 0.0, 0.0], [0.0, 0.0, 0.0], [0.0, 0.0, 0.0]]}


| no. | DFT total energy (eV) |
| --- | --- |
| 1 | -14657.263 |
| 2 | -34283.619 |
| 3 | -24503.498 |
| 4 | -26054.468 |
| 5 | -97235.728 |
| 6 | -39508.047 |